i | Formula: CH5NOS
Source: the Open Molecules 2025 dataset
Level of theory: ωB97M-V/def2-TZVPD

Properties
Gap between HOMO and LUMO in eV: 10.4
Total charge: 0
SMILES: NC=O.S
Lowest unoccupied orbital energy in Eh: 0.0282

Geometry (Å):
S: -3.61 1.43 0.28
O: 0.75 -0.04 -1.48
N: 1.96 -0.17 0.45
C: 1.23 -0.69 -0.59
H: -3.82 0.19 -0.14
H: -2.34 1.13 0.55
H: 1.11 -1.78 -0.52
H: 2.32 0.76 0.36
H: 2.39 -0.84 1.08


ii | Formula: CH5NOS
Source: the Open Molecules 2025 dataset
Level of theory: ωB97M-V/def2-TZVPD

Properties
Gap between HOMO and LUMO in eV: 7.5
Total charge: 0
SMILES: [NH3+][S-].C=O
Lowest unoccupied orbital energy in Eh: -0.0051

Geometry (Å):
S: 0.00 1.43 1.61
O: -0.06 -1.20 -0.89
N: 0.98 1.22 0.10
C: -1.07 -1.57 -0.24
H: 2.02 1.19 0.01
H: 0.48 0.37 -0.45
H: 0.73 2.08 -0.38
H: -1.93 -2.14 -0.59
H: -1.17 -1.38 0.85


iii | Formula: CH5NOS
Source: the Open Molecules 2025 dataset
Level of theory: ωB97M-V/def2-TZVPD

Properties
Gap between HOMO and LUMO in eV: 8.9
Total charge: 0
Lowest unoccupied orbital energy in Eh: -0.0013

Geometry (Å):
S: 0.02 0.09 0.52
O: -0.18 -0.41 1.87
N: -0.03 -1.29 -0.48
C: -0.90 1.19 -0.21
H: 1.75 0.23 0.26
H: -0.25 1.50 -1.03
H: -1.28 1.89 0.53
H: 0.27 -1.26 -1.46
H: 0.60 -1.92 0.01


The relative energies come out as i 0.000; ii 2.353; iii 4.491, with values in eV.


i | Formula: C5H8NP
Source: the Open Molecules 2025 dataset
Level of theory: ωB97M-V/def2-TZVPD

Properties
Gap between HOMO and LUMO (spin up / spin down) in eV: 8.5 / 8.5
Total charge: 0
Lowest unoccupied orbital energy (spin up / spin down) in Eh: -0.0082 / -0.0083

Geometry (Å):
P: -1.21 -0.15 1.03
N: 0.23 -2.24 1.60
C: 0.54 -0.17 0.72
C: 1.79 1.88 -0.14
C: -2.03 -0.36 -0.61
C: 1.11 -1.36 1.07
C: -0.97 -1.81 1.50
H: -1.91 -2.44 1.50
H: -2.35 0.73 -0.88
H: 0.90 2.56 -0.21
H: -2.82 -0.99 -0.60
H: 2.40 2.01 0.75
H: 2.23 1.38 -1.08
H: 2.12 -1.55 1.14
H: -1.35 -0.76 -1.39


ii | Formula: C5H8NP
Source: the Open Molecules 2025 dataset
Level of theory: ωB97M-V/def2-TZVPD

Properties
Gap between HOMO and LUMO (spin up / spin down) in eV: 8.3 / 7.6
Total charge: 0
Lowest unoccupied orbital energy (spin up / spin down) in Eh: -0.0098 / -0.0162

Geometry (Å):
P: 0.51 0.80 0.97
N: 1.53 3.17 2.37
C: -0.65 -0.26 0.06
C: -0.41 -1.01 -1.02
C: -1.47 -1.71 -1.73
C: 2.57 2.72 1.95
C: -0.23 1.48 2.21
H: 0.50 -1.11 -1.48
H: -0.40 1.70 3.31
H: -1.77 -0.03 0.17
H: -1.77 -2.80 -1.41
H: -1.17 -1.97 -2.77
H: -2.39 -1.07 -1.69
H: 2.82 1.89 1.10
H: 3.55 3.23 2.01


iii | Formula: C5H8NP
Source: the Open Molecules 2025 dataset
Level of theory: ωB97M-V/def2-TZVPD

Properties
Gap between HOMO and LUMO (spin up / spin down) in eV: 8.0 / 8.1
Total charge: 0
Lowest unoccupied orbital energy (spin up / spin down) in Eh: -0.0304 / -0.0301

Geometry (Å):
P: 0.56 -1.36 0.16
N: 4.15 0.21 0.09
C: 0.85 2.17 -0.25
C: 2.99 0.11 0.07
C: -1.05 -0.59 0.41
C: 1.60 -0.06 0.09
C: -2.00 -1.60 -0.22
H: -1.29 -0.42 1.45
H: -1.67 -2.07 -1.23
H: 0.79 2.41 0.81
H: -0.11 1.84 -0.74
H: -1.21 0.41 0.11
H: 1.79 2.29 -0.77
H: -3.05 -1.00 -0.48
H: -2.34 -2.35 0.49


iv | Formula: C5H8NP
Source: the Open Molecules 2025 dataset
Level of theory: ωB97M-V/def2-TZVPD

Properties
Gap between HOMO and LUMO in eV: 8.7
Total charge: 0
SMILES: C=CCCN=C=P
Lowest unoccupied orbital energy in Eh: 0.0231

Geometry (Å):
P: 2.92 -0.05 -0.14
N: 0.50 1.43 0.45
C: -0.56 -0.85 -0.50
C: 1.50 0.77 0.19
C: 0.25 -1.49 0.32
C: -1.54 0.16 0.02
C: -0.78 1.47 -0.19
H: 0.20 -1.52 1.41
H: 1.24 -2.06 -0.03
H: 2.69 -1.25 0.62
H: -2.42 0.20 -0.56
H: -1.29 2.41 0.22
H: -0.28 -0.83 -1.59
H: -0.66 1.63 -1.21
H: -1.78 -0.02 0.99


The relative energies come out as i 2.212; ii 3.659; iii 1.513; iv 0.000, with values in eV.


i | Formula: C4H3N
Source: the Open Molecules 2025 dataset
Level of theory: ωB97M-V/def2-TZVPD

Properties
Gap between HOMO and LUMO in eV: 11.0
Total charge: 0
SMILES: CC#CC#N
Lowest unoccupied orbital energy in Eh: 0.0196

Geometry (Å):
N: 1.54 2.51 2.27
C: 0.33 0.72 0.88
C: 0.86 1.69 1.74
C: -0.20 0.05 0.01
C: -0.56 -0.96 -0.97
H: -1.65 -1.29 -0.99
H: -0.30 -0.86 -2.05
H: -0.01 -1.87 -0.89


ii | Formula: C4H3N
Source: the Open Molecules 2025 dataset
Level of theory: ωB97M-V/def2-TZVPD

Properties
Gap between HOMO and LUMO (spin up / spin down) in eV: 7.3 / 7.6
Total charge: 0
Lowest unoccupied orbital energy (spin up / spin down) in Eh: -0.0639 / -0.0511

Geometry (Å):
N: -2.73 0.98 0.13
C: -0.62 -0.41 -0.38
C: 1.70 0.78 0.07
C: -1.76 0.40 -0.13
C: 0.65 -0.10 -0.02
H: -0.80 -1.41 -0.76
H: 1.25 -1.02 0.10
H: 2.31 0.78 0.99


The relative energies come out as i 0.000; ii 2.538, with values in eV.


i | Formula: C4H3N
Source: the Open Molecules 2025 dataset
Level of theory: ωB97M-V/def2-TZVPD

Properties
Gap between HOMO and LUMO in eV: 10.0
Total charge: 0
SMILES: CC#CC#N
Lowest unoccupied orbital energy in Eh: 0.0074

Geometry (Å):
N: 0.83 3.53 -0.07
C: 0.27 2.48 -0.16
C: -0.19 -0.09 0.01
C: -0.18 -1.42 -0.01
C: -0.17 1.18 -0.05
H: 0.90 -1.65 -0.14
H: -0.43 -2.14 0.96
H: -1.03 -1.89 -0.53


ii | Formula: C4H3N
Source: the Open Molecules 2025 dataset
Level of theory: ωB97M-V/def2-TZVPD

Properties
Gap between HOMO and LUMO in eV: 10.0
Total charge: 0
SMILES: C#CCC#N
Lowest unoccupied orbital energy in Eh: -0.0099

Geometry (Å):
N: -1.49 1.11 -0.55
C: 1.68 0.76 -0.03
C: -0.56 -0.67 0.15
C: -1.86 0.05 -0.26
C: 0.59 0.25 -0.01
H: -0.65 -0.96 1.19
H: 2.72 0.98 0.03
H: -0.42 -1.52 -0.52


The relative energies come out as i 0.000; ii 0.995, with values in eV.


i | Formula: C10H16S
Source: the Open Molecules 2025 dataset
Level of theory: ωB97M-V/def2-TZVPD

Properties
Gap between HOMO and LUMO in eV: 9.2
Total charge: 0
SMILES: Cc1ccccc1.CCSC
Lowest unoccupied orbital energy in Eh: 0.0310

Geometry (Å):
S: -0.79 -2.04 4.33
C: 0.93 0.79 -3.71
C: 0.66 1.11 -1.41
C: 1.08 -0.20 -1.04
C: -2.12 -1.89 3.18
C: 0.35 3.04 -2.81
C: 0.11 -0.49 4.32
C: -1.59 -1.56 1.76
C: 1.43 -1.02 -2.11
C: 0.61 1.59 -2.68
C: 1.36 -0.47 -3.36
H: -2.38 -1.61 1.05
H: 1.10 -0.47 3.95
H: 1.26 3.78 -3.06
H: 1.07 1.17 -4.83
H: 1.13 -0.62 -0.12
H: 0.42 1.77 -0.55
H: 0.04 3.52 -1.91
H: -0.55 0.24 3.88
H: 0.25 -0.12 5.42
H: -2.58 -2.86 3.09
H: -0.40 3.23 -3.62
H: 1.79 -2.03 -2.06
H: -0.79 -2.12 1.36
H: -2.87 -1.17 3.64
H: -1.36 -0.48 1.46
H: 1.83 -1.10 -4.14


ii | Formula: C10H16S
Source: the Open Molecules 2025 dataset
Level of theory: ωB97M-V/def2-TZVPD

Properties
Gap between HOMO and LUMO (spin up / spin down) in eV: 7.9 / 7.8
Total charge: 0
Lowest unoccupied orbital energy (spin up / spin down) in Eh: 0.0271 / 0.0270

Geometry (Å):
S: -0.50 0.38 -2.97
C: 1.59 1.40 -1.57
C: -1.31 0.11 2.43
C: -1.07 1.17 0.21
C: 1.65 -1.83 -1.45
C: 0.19 -2.06 1.55
C: -1.67 2.47 0.23
C: -0.86 0.11 0.97
C: 0.10 -0.97 0.58
C: 0.71 -0.82 -0.67
C: 0.52 0.42 -1.47
H: 2.70 -1.73 -1.04
H: -2.64 2.34 -0.38
H: 2.55 1.07 -1.14
H: 1.48 -2.92 -1.38
H: -1.79 2.76 1.26
H: -0.42 0.30 3.11
H: -2.16 0.98 2.64
H: -1.74 -0.85 2.78
H: -0.89 3.07 -0.39
H: 1.65 1.36 -2.75
H: -1.31 -0.47 -2.37
H: -0.81 -2.61 1.54
H: 0.95 -2.90 1.31
H: 1.51 -1.40 -2.46
H: 1.14 2.46 -1.26
H: 0.41 -1.81 2.67


The relative energies come out as i 0.000; ii 3.727, with values in eV.


i | Formula: C4H2F2
Source: the Open Molecules 2025 dataset
Level of theory: ωB97M-V/def2-TZVPD

Properties
Gap between HOMO and LUMO in eV: 11.9
Total charge: 0
Lowest unoccupied orbital energy in Eh: 0.0327

Geometry (Å):
F: 1.06 0.83 -1.36
F: 0.32 1.91 0.33
C: -1.60 -1.01 -0.08
C: 0.24 0.74 -0.33
C: -0.99 0.04 -0.49
C: 0.12 -0.61 0.47
H: 0.61 -1.27 -0.09
H: 0.24 -0.62 1.56


ii | Formula: C4H2F2
Source: the Open Molecules 2025 dataset
Level of theory: ωB97M-V/def2-TZVPD

Properties
Gap between HOMO and LUMO in eV: 10.0
Total charge: 0
Lowest unoccupied orbital energy in Eh: -0.0253

Geometry (Å):
F: -1.18 0.99 1.11
F: -1.30 0.91 -1.01
C: -0.63 0.49 0.05
C: -0.25 -2.19 -0.04
C: -0.13 -0.93 -0.12
C: 0.82 0.19 0.00
H: 1.55 0.34 1.02
H: 1.13 0.21 -1.00


The relative energies come out as i 0.000; ii 0.565, with values in eV.


i | Formula: H2N2O3
Source: the Open Molecules 2025 dataset
Level of theory: ωB97M-V/def2-TZVPD

Properties
Gap between HOMO and LUMO in eV: 10.9
Total charge: 0
SMILES: O=[N+]([O-])NO
Lowest unoccupied orbital energy in Eh: 0.0157

Geometry (Å):
O: -1.59 1.32 0.04
O: -2.31 -0.74 -0.04
O: 0.81 0.48 0.01
N: -1.49 0.13 0.01
N: -0.26 -0.34 0.37
H: -0.04 -1.38 -0.02
H: 0.83 1.46 0.35


ii | Formula: H2N2O3
Source: the Open Molecules 2025 dataset
Level of theory: ωB97M-V/def2-TZVPD

Properties
Gap between HOMO and LUMO in eV: 9.8
Total charge: 0
SMILES: O=NONO
Lowest unoccupied orbital energy in Eh: -0.0049

Geometry (Å):
O: 1.38 -0.61 -0.30
O: -0.62 0.65 -0.24
O: -2.61 -0.27 -0.08
N: -1.52 -0.28 0.39
N: 0.76 0.57 0.21
H: 1.31 1.36 -0.18
H: 1.31 -1.41 0.20


The relative energies come out as i 0.000; ii 0.582, with values in eV.


i | Formula: C5H7PS
Source: the Open Molecules 2025 dataset
Level of theory: ωB97M-V/def2-TZVPD

Properties
Gap between HOMO and LUMO (spin up / spin down) in eV: 6.8 / 6.8
Total charge: 0
Lowest unoccupied orbital energy (spin up / spin down) in Eh: -0.0666 / -0.0676

Geometry (Å):
S: 3.52 -0.13 0.15
P: 0.69 0.19 -0.36
C: -1.32 -1.29 -0.59
C: -0.69 -0.41 -1.42
C: 0.52 1.95 0.13
C: 0.13 -0.68 1.02
C: -0.97 -1.42 0.74
H: 1.26 2.06 1.01
H: -0.72 -0.12 -2.45
H: 0.65 -0.77 1.91
H: -0.48 2.44 0.34
H: -2.10 -1.96 -0.94
H: -1.40 -2.27 1.23
H: 0.91 2.41 -0.77


ii | Formula: C5H7PS
Source: the Open Molecules 2025 dataset
Level of theory: ωB97M-V/def2-TZVPD

Properties
Gap between HOMO and LUMO in eV: 8.4
Total charge: 0
SMILES: CC1=CPSC=C1
Lowest unoccupied orbital energy in Eh: 0.0108

Geometry (Å):
S: 2.65 -0.16 0.52
P: 1.75 1.82 0.78
C: 1.43 -1.59 0.54
C: -0.02 1.21 0.12
C: -0.41 0.01 -0.29
C: 0.16 -1.19 0.31
C: -1.71 0.08 -1.13
H: -1.32 0.72 -1.95
H: -2.36 0.65 -0.57
H: -2.31 -0.65 -1.50
H: 1.81 -2.52 0.83
H: -0.46 -2.04 0.43
H: 1.49 1.54 2.13
H: -0.69 2.12 -0.20


The relative energies come out as i 1.469; ii 0.000, with values in eV.